No. 1
DFT (the ωB97M-V functional and the def2-TZVPD basis) results for a gas-phase ion, C4H8O2P (charge -1) at a distorted geometry.

Computed properties:
Molar mass (u): 119.080
E_LUMO (eV): 4.1
Max |F| (eV/Å): 1.99
Net charge: -1

Geometry as XYZ:
```
15
Properties=species:S:1:pos:R:3:forces:R:3:mulliken_charge:R:1
C -0.405909 -1.997974 -0.076243 1.250 0.694 0.164 -0.654
C -1.375735 -0.881123 -0.375124 0.222 0.160 0.076 -0.581
C -1.166693 0.441285 0.384409 -0.309 0.150 -0.014 -0.621
C 0.147403 1.094264 -0.006938 0.351 -0.280 0.077 -0.751
O 2.348120 -0.009574 1.256384 0.500 -0.156 0.679 -0.718
O 2.454409 0.299280 -1.237207 -0.639 -0.509 0.002 -0.533
P 1.491900 -0.233222 0.050059 -1.912 -0.134 -0.541 0.432
H -0.349016 -2.077009 1.040894 0.084 0.136 -0.328 0.173
H -1.363726 -0.664836 -1.450615 -0.169 0.005 -0.035 0.284
H -2.379765 -1.265169 -0.129999 0.090 -0.109 -0.033 0.367
H -2.007681 1.123431 0.183882 0.073 -0.047 0.094 0.332
H -1.153466 0.231085 1.459767 -0.086 -0.025 -0.016 0.288
H 0.092732 1.499819 -1.017055 -0.004 0.032 -0.141 0.347
H 0.411428 1.896407 0.688316 0.151 -0.043 -0.096 0.349
H 3.256000 0.543330 -0.770534 0.397 0.125 0.113 0.284
```
Forces are in eV/Å.



No. 2
DFT (the ωB97M-V functional and the def2-TZVPD basis) results for 2 unconnected molecules or ions with the total composition C4H8O2S at a distorted geometry.

Computed properties:
Molar mass (u): 120.173
E_LUMO (alpha / beta) (eV): 0.1 / 0.1
Max |F| (eV/Å): 4.55

Geometry as XYZ:
```
15
Properties=species:S:1:pos:R:3:forces:R:3:mulliken_charge:R:1
C -1.408896 -0.008286 0.154272 3.837 0.317 -2.432 0.182
C 1.138107 -1.166085 0.852864 2.287 0.414 2.413 -1.079
C 1.303611 0.876418 -0.757738 -1.668 0.443 1.665 -1.125
C 0.649963 -0.443134 -0.351253 -3.379 1.507 0.483 0.205
O -3.767640 0.111453 -0.103524 -3.120 1.399 0.062 -0.639
O -1.501996 1.269274 0.591806 -1.728 -1.680 -0.324 -0.439
S -2.713914 -0.786334 -0.572214 3.092 0.204 1.380 0.293
H 0.701159 -0.861671 1.910646 0.693 -0.361 -2.438 0.264
H 1.034856 -2.250721 0.761159 -0.058 0.187 0.061 0.310
H 2.309287 -0.930057 0.960971 -2.376 -0.661 -0.229 0.288
H 2.357955 0.897491 -0.555639 0.483 -0.034 0.320 0.353
H 1.148770 0.975448 -1.781771 -0.008 0.234 -1.951 0.360
H 0.790944 1.782330 -0.341218 0.626 -0.844 0.167 0.245
H 0.447740 -0.987747 -1.277998 0.055 -0.510 0.695 0.411
H -2.489951 1.521617 0.509634 1.266 -0.615 0.127 0.371
```
Forces are in eV/Å.



No. 3
DFT (the ωB97M-V functional and the def2-TZVPD basis) results for a single C4H8O2S molecule at a distorted geometry.

Computed properties:
Molar mass (u): 120.173
E_LUMO (eV): 0.8
SMILES: OC[C@@H]1OCCS1
Max |F| (eV/Å): 2.61

Geometry as XYZ:
```
15
Properties=species:S:1:pos:R:3:forces:R:3:mulliken_charge:R:1
O -1.851061 -0.037853 -0.971468 0.140 0.923 -0.705 -0.516
C -1.641141 -0.795691 0.162019 -0.969 -0.759 2.307 -0.541
C -0.265127 -0.661587 0.860274 -0.126 1.290 -0.873 -0.022
O 0.066129 0.728979 0.974446 0.375 -0.832 -0.417 -0.400
C 0.828878 1.080466 -0.164985 0.349 1.692 -0.728 -0.474
C 1.944892 0.040643 -0.421884 -1.799 1.229 0.415 -0.489
S 1.053019 -1.477827 -0.151245 0.018 -0.530 0.318 -0.192
H -2.097632 0.856322 -0.689386 0.176 -0.333 -0.166 0.324
H -2.475118 -0.541658 0.904870 1.152 -0.507 -0.565 0.272
H -1.738436 -1.844980 -0.109463 -0.225 -0.116 -0.066 0.347
H -0.214410 -1.043421 1.867361 -0.461 -0.395 0.217 0.432
H 1.282639 2.083435 0.045861 -0.411 -0.764 -0.104 0.342
H 0.177737 1.185374 -1.076908 0.623 -0.264 0.834 0.247
H 2.161757 0.155034 -1.460329 0.670 -0.175 -0.649 0.364
H 2.767880 0.272765 0.230834 0.489 -0.458 0.182 0.306
```
Forces are in eV/Å.



Table of E (eV), in record order: -17660.7237, -19203.8924, -19206.9546
Table of energy relative to the best compared isomer or geometry (same formula, charge and spin) (kJ/mol), in record order: 274.7, 434.7, 139.3